This record from OMol25 describes C23H37N4O3OsS2 as an isolated structure. The level of theory is ωB97M-V with the def2-TZVPD basis set.

XYZ file:
```
70
Properties=species:S:1:pos:R:3:lowdin_charge:R:1
Os -1.177 1.476 0.276 1.453
N -1.222 5.611 0.259 0.225
C -1.163 4.331 0.602 -0.484
O -1.524 3.456 -0.214 -0.157
C -0.658 3.924 1.957 -0.162
C -0.862 2.410 2.138 -0.271
H -1.530 5.856 -0.671 0.141
H -0.968 6.348 0.896 0.134
H -1.168 4.508 2.730 0.130
H 0.406 4.166 2.005 0.130
H -1.774 2.247 2.725 0.067
H -0.031 1.994 2.713 0.079
C 2.602 -1.809 1.325 -0.091
C 2.794 -3.073 0.493 -0.238
C 2.778 -2.838 -1.018 -0.185
C 1.435 -2.318 -1.543 -0.157
N 1.168 -0.936 -1.196 0.027
C 1.736 0.149 -1.697 -0.730
S 1.285 1.683 -1.057 0.743
N 2.629 0.068 -2.676 0.037
C 3.384 1.158 -3.255 -0.202
C 4.890 0.908 -3.167 -0.193
C 5.408 0.928 -1.730 -0.267
C 6.912 0.688 -1.673 -0.104
H 2.896 -2.004 2.353 0.078
H 1.561 -1.497 1.332 0.044
H 3.210 -0.989 0.945 0.070
H 2.015 -3.788 0.762 0.112
H 3.757 -3.520 0.748 0.109
H 2.977 -3.790 -1.513 0.117
H 3.583 -2.147 -1.287 0.097
H 0.630 -2.904 -1.097 0.116
H 1.387 -2.433 -2.630 0.125
H 0.561 -0.789 -0.392 0.053
H 2.862 -0.853 -3.024 0.145
H 3.127 2.069 -2.714 0.072
H 3.085 1.275 -4.302 0.130
H 5.396 1.686 -3.741 0.122
H 5.130 -0.050 -3.635 0.118
H 4.897 0.162 -1.142 0.092
H 5.183 1.899 -1.288 0.113
H 7.166 -0.290 -2.075 0.075
H 7.265 0.731 -0.647 0.073
H 7.445 1.440 -2.248 0.076
S -4.647 1.292 -2.640 0.749
C -3.298 1.142 -1.837 -0.906
N -2.273 0.961 -1.274 -0.122
C -7.007 -0.872 2.044 -0.041
C -5.548 -0.972 1.748 -0.254
C -4.604 -0.686 2.722 0.000
C -3.244 -0.832 2.479 -0.213
C -2.252 -0.645 3.588 -0.027
C -2.852 -1.287 1.218 -0.091
C -3.779 -1.605 0.218 -0.214
C -3.323 -2.210 -1.074 -0.029
C -5.122 -1.431 0.504 0.006
C -1.400 -1.487 0.895 -0.554
O -0.891 -2.559 0.680 0.130
O -0.732 -0.356 0.835 -0.284
H -7.189 -0.308 2.954 0.078
H -7.409 -1.874 2.188 0.092
H -7.545 -0.413 1.219 0.084
H -4.919 -0.360 3.702 0.120
H -2.618 0.058 4.333 0.085
H -1.283 -0.305 3.222 0.060
H -2.098 -1.607 4.081 0.102
H -2.584 -1.582 -1.573 0.066
H -4.157 -2.372 -1.748 0.085
H -2.851 -3.168 -0.859 0.092
H -5.858 -1.665 -0.250 0.124
```

The HOMO-LUMO gap (alpha / beta) is 6.0 / 5.9 eV. The charge is +1. The value obtained for the highest occupied orbital energy (alpha / beta) is -11.062 / -11.065 eV. The calculation puts the LUMO energy (alpha / beta) at -5.094 / -5.179 eV.

---

This record from OMol25 describes C23H37N5O2SY as an isolated structure. The level of theory is ωB97M-V with the def2-TZVPD basis set.

XYZ file:
```
69
Properties=species:S:1:pos:R:3:lowdin_charge:R:1
Y -1.132 0.520 -1.143 1.372
C -0.072 2.772 -2.763 -0.155
C -0.036 3.780 -1.816 -0.148
C -1.309 3.884 -1.217 -0.159
C -2.147 2.935 -1.785 -0.244
C -1.383 2.184 -2.757 -0.391
H 0.723 2.517 -3.449 0.100
H 0.818 4.396 -1.574 0.083
H -1.575 4.582 -0.436 0.103
H -3.222 2.886 -1.656 0.090
H -1.831 1.769 -3.656 0.097
N -3.621 -0.088 -1.798 -0.027
C -3.647 -1.468 -2.320 -0.241
C -2.718 -1.561 -3.519 -0.237
N -1.338 -1.260 -3.100 -0.024
H -4.237 -0.021 -0.997 0.072
H -4.012 0.530 -2.503 0.097
H -4.650 -1.789 -2.610 0.121
H -3.288 -2.136 -1.532 0.114
H -3.019 -0.820 -4.261 0.120
H -2.813 -2.548 -3.976 0.121
H -0.770 -1.059 -3.915 0.102
H -0.917 -2.080 -2.672 0.080
C 4.610 1.372 -0.169 -0.062
C 3.968 1.649 1.188 -0.193
N 2.582 2.125 1.110 -0.104
C 2.373 3.555 1.322 -0.222
C 3.089 4.404 0.278 -0.070
C 1.597 1.253 0.877 -0.667
S -0.058 1.772 0.937 0.697
N 1.970 -0.019 0.702 0.116
C 1.466 -0.941 -0.066 -0.438
O 0.609 -0.767 -1.009 -0.187
C 1.999 -2.313 0.152 -0.148
C 3.250 -2.508 0.733 -0.015
C 3.730 -3.791 0.937 -0.063
C 2.964 -4.891 0.573 -0.072
C 1.719 -4.703 -0.011 -0.073
C 1.244 -3.420 -0.228 -0.037
H 5.607 0.951 -0.028 0.082
H 4.707 2.287 -0.752 0.066
H 4.014 0.661 -0.737 0.067
H 4.537 2.417 1.712 0.120
H 3.976 0.744 1.795 0.111
H 2.730 3.808 2.324 0.128
H 1.308 3.753 1.289 0.055
H 4.173 4.303 0.341 0.070
H 2.847 5.455 0.432 0.085
H 2.768 4.118 -0.724 0.063
H 3.846 -1.651 1.013 0.103
H 4.707 -3.935 1.379 0.109
H 3.335 -5.892 0.745 0.109
H 1.123 -5.557 -0.305 0.106
H 0.273 -3.264 -0.681 0.102
C -3.070 -1.779 3.961 -0.026
N -2.346 -1.526 2.720 -0.119
C -0.968 -2.007 2.673 0.002
C -2.845 -0.801 1.725 -0.466
C -4.204 -0.173 1.907 0.026
O -2.210 -0.636 0.665 -0.150
H -2.589 -2.606 4.475 0.096
H -4.105 -2.055 3.767 0.095
H -3.052 -0.910 4.622 0.105
H -0.940 -3.095 2.747 0.103
H -0.407 -1.575 3.503 0.109
H -0.500 -1.700 1.744 0.064
H -4.387 0.127 2.935 0.084
H -4.987 -0.874 1.609 0.104
H -4.254 0.711 1.276 0.087
```

The HOMO-LUMO gap is 8.0 eV. The charge is +1. Its energy above the lowest of the compared OMol25 structures with the same formula, charge and spin is 1.781 eV. The value obtained for the highest occupied orbital energy is -10.104 eV. The calculation puts the LUMO energy at -2.121 eV.

---

This record from OMol25 describes C23H37N7O3PS2Ti as an isolated structure. The level of theory is ωB97M-V with the def2-TZVPD basis set.

XYZ file:
```
74
Properties=species:S:1:pos:R:3:lowdin_charge:R:1
Ti -0.618 -0.543 -0.199 0.840
N 1.214 3.428 -0.841 0.067
C 0.355 2.424 -0.510 -0.864
S -0.315 1.464 -1.807 0.648
N 0.067 2.271 0.753 -0.009
N -0.880 1.247 0.900 -0.158
C -1.900 1.531 1.611 -0.074
C -3.079 0.681 1.711 -0.143
C -4.013 0.940 2.722 -0.047
C -5.189 0.233 2.822 -0.096
C -5.467 -0.751 1.868 -0.079
C -4.577 -1.010 0.850 -0.007
C -3.364 -0.311 0.747 -0.321
O -2.535 -0.609 -0.245 -0.245
H 1.676 3.358 -1.729 0.075
H 1.714 3.861 -0.081 0.091
H -1.902 2.483 2.141 0.136
H -3.788 1.723 3.439 0.112
H -5.892 0.444 3.616 0.097
H -6.392 -1.311 1.920 0.103
H -4.781 -1.769 0.106 0.121
N -2.428 -3.947 4.846 0.130
C -1.931 -3.277 3.766 -0.308
C -2.117 -3.753 2.465 0.005
C -1.591 -3.054 1.406 -0.124
N -0.869 -1.929 1.548 -0.022
C -0.693 -1.474 2.798 -0.153
C -1.191 -2.100 3.915 0.004
H -3.121 -4.658 4.696 0.101
H -2.468 -3.473 5.730 0.101
H -2.685 -4.656 2.281 0.117
H -1.761 -3.382 0.389 0.018
H -0.124 -0.561 2.888 0.041
H -1.015 -1.674 4.894 0.114
C 2.183 -1.551 -3.535 -0.066
O 0.919 -1.528 -2.866 -0.180
C 0.947 -1.154 -1.568 -0.568
O 2.012 -0.865 -1.038 -0.078
H 2.001 -2.007 -4.505 0.080
H 2.911 -2.135 -2.974 0.088
H 2.564 -0.537 -3.659 0.093
C 4.849 1.290 1.539 -0.156
C 3.607 0.724 0.859 -0.410
P 2.232 0.144 1.944 0.955
C 3.013 -1.299 2.798 -0.402
C 2.769 -2.596 2.019 -0.151
C 2.300 1.423 3.280 -0.423
C 1.117 1.337 4.242 -0.167
H 5.646 1.451 0.811 0.068
H 5.240 0.615 2.304 0.057
H 4.645 2.247 2.021 0.059
H 3.854 -0.125 0.221 0.062
H 3.160 1.458 0.183 0.058
H 2.588 -1.360 3.804 0.069
H 4.083 -1.123 2.934 0.065
H 1.766 -2.983 2.205 0.052
H 3.485 -3.371 2.296 0.066
H 2.855 -2.429 0.943 0.052
H 2.284 2.393 2.776 0.068
H 3.246 1.359 3.826 0.075
H 1.187 2.094 5.024 0.069
H 0.178 1.496 3.708 0.044
H 1.069 0.362 4.734 0.055
C -1.073 -1.739 -5.565 -0.081
N -1.166 -2.728 -4.515 -0.061
C -1.720 -2.508 -3.312 -0.925
N -2.356 -1.334 -3.143 0.130
S -1.623 -3.679 -2.102 0.612
H -0.662 -2.209 -6.455 0.088
H -0.420 -0.906 -5.281 0.085
H -2.059 -1.347 -5.820 0.086
H -0.635 -3.577 -4.581 0.112
H -2.157 -0.553 -3.744 0.089
H -2.711 -1.123 -2.218 0.057
```

The HOMO-LUMO gap (alpha / beta) is 7.8 / 7.9 eV. The spin multiplicity is 2. As for the expectation value of S²: 0.756. The charge is 0. Its energy above the lowest of the compared OMol25 structures with the same formula, charge and spin is 1.121 eV. The value obtained for the highest occupied orbital energy (alpha / beta) is -7.320 / -7.557 eV. The calculation puts the LUMO energy (alpha / beta) at 0.474 / 0.314 eV.

---

charge of number 2 (C23H37N5O2SY)? +1